i.
Computed, not measured: one molecule with the formula C4H11N2, with wB97M-V/def2-TZVPD.

The geometry in ORCA input format:
```
! wB97M-V def2-TZVPD RIJCOSX def2/J DEFGRID3
* xyz 0 2
C 0.4150 -1.4756 -0.9652
C -1.0440 -0.8923 -0.6554
C -0.8800 0.1543 0.3139
C -0.2339 1.4011 -0.0142
N 0.0596 2.2726 0.9306
N 1.2609 -1.2675 0.2777
H 0.8623 -0.7435 -1.8003
H 0.3774 -2.6013 -1.1735
H -1.5306 -0.4379 -1.5999
H -1.7380 -1.7282 -0.3440
H -1.4462 0.0391 1.2284
H 0.1267 1.4528 -1.0501
H -0.5356 2.4657 1.7381
H 0.5447 3.0792 0.6333
H 2.0937 -1.7122 0.0473
H 1.4725 -0.3192 0.6096
H 0.9871 -1.6549 1.1789
*
```

Summary:
HOMO energy (alpha / beta), eV: -3.12 / -7.84
LUMO (alpha / beta), eV: 0.93 / 0.71


ii.
Computed, not measured: a 2-piece molecular cluster, C4H11N2 overall, with wB97M-V/def2-TZVPD.

The geometry in ORCA input format:
```
! wB97M-V def2-TZVPD RIJCOSX def2/J DEFGRID3
* xyz 0 2
C 0.3265 2.6046 -0.1155
C -0.3225 1.3926 -0.6874
C 0.2833 0.1606 -0.7149
C -0.1997 -1.0064 -1.2669
N 0.4409 -2.2541 -0.9707
N -0.5036 -1.2264 2.2391
H 1.1341 2.9305 -0.7720
H -0.3671 3.4457 -0.0782
H -1.3125 1.4784 -1.1365
H -0.7373 -0.2868 2.5046
H 1.2653 0.0767 -0.2601
H -1.1826 -1.0205 -1.7292
H -0.2297 -2.8885 -0.5376
H 0.7644 -2.7465 -1.7944
H 0.1234 -1.2569 1.4535
H 0.7451 2.4294 0.8733
H -0.2280 -1.8324 2.9929
*
```

Summary:
HOMO energy (alpha / beta), eV: -7.22 / -9.47
LUMO (alpha / beta), eV: 1.16 / 0.19


Relative energies, in kcal/mol, with the most stable structure set to zero: i 80.3; ii 0.0.


i.
Computed, not measured: C3H5P as an isolated structure, with wB97M-V/def2-TZVPD.

The geometry in ORCA input format:
```
! wB97M-V def2-TZVPD RIJCOSX def2/J DEFGRID3
* xyz 0 1
C -0.5715 -0.0088 -0.8964
C 0.7013 -0.3652 -0.2756
C 0.1305 -0.0997 1.2149
P -1.2242 0.7833 0.4371
H -1.0122 -0.4372 -1.7108
H 1.3041 -1.1791 -0.3788
H 1.3414 0.4023 -0.4423
H -2.5048 0.1383 0.3145
H 0.8271 0.5122 1.8102
*
```

Summary:
HOMO energy (alpha / beta), eV: -8.34 / -7.67
LUMO (alpha / beta), eV: -0.08 / -0.64


ii.
Computed, not measured: one molecule with the formula C3H5P, with wB97M-V/def2-TZVPD.

The geometry in ORCA input format:
```
! wB97M-V def2-TZVPD RIJCOSX def2/J DEFGRID3
* xyz 0 1
C -0.1340 0.2612 -0.5928
C 0.9812 -0.5588 -0.0932
C -0.0801 -0.3695 0.9152
P -1.0005 1.1804 -1.7193
H 1.0060 -1.4214 -0.7103
H 1.9211 0.1116 0.1590
H 0.2533 0.3354 1.6295
H -0.7396 -0.9991 1.2742
H -2.2075 1.4601 -0.8624
*
```

Summary:
HOMO energy, eV: -9.13
LUMO, eV: 0.43
SMILES: P=C1CC1


Relative energies, in kcal/mol, with the most stable structure set to zero: i 48.8; ii 0.0.